# 1
{
  "formula": "C3H4CeO2",
  "method": "the ωB97M-V functional and the def2-TZVPD basis",
  "symbols": ["O", "C", "C", "O", "C", "Ce", "H", "H", "H", "H"],
  "xyz": [[-0.268, 1.629, -0.237], [0.714, 1.120, -0.983], [0.964, -0.190, -1.265], [0.188, -1.259, -0.925], [-0.174, -1.444, 0.484], [-1.247, 0.526, 1.244], [1.502, 1.817, -1.308], [1.300, -0.144, -2.345], [0.748, -1.735, 1.023], [-0.816, -2.338, 0.480]],
  "orbital_gap_ha": [0.227, 0.228],
  "e_above_lowest_kj_mol": 56.9,
  "e_tot_ha": -741.94042,
  "homo_ev": [-11.59, -11.59],
  "charge": 1,
  "fmax_ev_per_a": 2.89,
  "spin_multiplicity": 2,
  "molar_mass_g_mol": 212.2
}

# 2
{
  "formula": "C3H6BrN3",
  "method": "the ωB97M-V functional and the def2-TZVPD basis",
  "symbols": ["C", "C", "C", "N", "N", "N", "Br", "H", "H", "H", "H", "H", "H"],
  "xyz": [[-0.173, -1.847, -0.414], [0.724, -0.645, -0.535], [0.466, 1.586, 0.485], [-1.156, -1.687, 0.357], [0.031, 0.213, 0.386], [-1.197, -0.173, 0.768], [-2.838, 0.650, -0.304], [0.180, -2.870, -0.799], [1.682, -0.882, -0.008], [0.833, -0.119, -1.523], [1.278, 1.640, -0.129], [-0.298, 2.246, 0.180], [0.469, 1.890, 1.536]],
  "orbital_gap_ha": 0.303,
  "e_above_lowest_kj_mol": 325.6,
  "e_tot_ha": -2856.05569,
  "smiles": "CN1CC=NN1Br",
  "homo_ev": -8.34,
  "fmax_ev_per_a": 3.82,
  "spin_multiplicity": 1,
  "molar_mass_g_mol": 164.0
}

# 3
{
  "formula": "C5H17N2O",
  "method": "the ωB97M-V functional and the def2-TZVPD basis",
  "symbols": ["N", "C", "C", "C", "N", "C", "C", "H", "H", "H", "H", "H", "H", "H", "H", "H", "H", "H", "H", "H", "H", "H", "H", "H", "O"],
  "xyz": [[-1.269, -0.551, 2.159], [0.064, -0.208, 1.718], [0.771, 0.673, 2.734], [-0.100, 0.535, 0.384], [-0.580, -0.291, -0.613], [-1.001, 0.301, -1.800], [0.816, -3.060, -1.903], [-0.254, -2.944, -2.075], [-1.822, -0.974, 1.419], [-1.248, -1.215, 2.924], [0.714, -1.061, 1.492], [1.025, 0.113, 3.633], [1.704, 1.072, 2.316], [0.143, 1.516, 3.009], [-0.734, 1.445, 0.452], [0.879, 0.945, 0.077], [-0.211, 0.951, -2.201], [-1.271, -0.449, -2.540], [-1.819, 0.990, -1.525], [1.145, -2.349, -1.150], [1.359, -2.914, -2.834], [1.032, -4.061, -1.521], [0.234, 4.415, -0.856], [0.554, 3.465, -1.973], [-0.132, 3.656, -1.324]],
  "orbital_gap_ha": 0.201,
  "e_above_lowest_kj_mol": 481.8,
  "e_tot_ha": -385.05723,
  "homo_ev": -13.63,
  "charge": 1,
  "fmax_ev_per_a": 1.14,
  "spin_multiplicity": 1,
  "molar_mass_g_mol": 121.2
}

# 4
{
  "formula": "C34H39BrN5O3PPd",
  "method": "the ωB97M-V functional and the def2-TZVPD basis",
  "symbols": ["Pd", "N", "C", "C", "C", "C", "C", "C", "P", "C", "C", "C", "C", "C", "C", "C", "C", "C", "C", "C", "C", "H", "H", "H", "H", "H", "H", "H", "H", "H", "H", "H", "H", "H", "H", "H", "H", "N", "C", "C", "N", "C", "C", "H", "H", "H", "H", "H", "H", "H", "H", "H", "H", "H", "N", "C", "N", "C", "C", "O", "C", "C", "H", "H", "H", "H", "H", "H", "H", "H", "Br", "C", "C", "C", "C", "C", "C", "C", "O", "O", "H", "H", "H", "H"],
  "xyz": [[1.086, -0.148, 0.013], [3.033, -0.491, 0.604], [3.681, -1.686, 0.071], [5.056, -1.813, 0.031], [5.597, -2.978, -0.497], [4.772, -3.989, -0.971], [3.393, -3.849, -0.922], [2.840, -2.687, -0.396], [1.053, -2.389, -0.181], [0.277, -3.212, -1.579], [0.703, -2.823, -2.851], [0.144, -3.402, -3.977], [-0.836, -4.377, -3.839], [-1.263, -4.764, -2.576], [-0.719, -4.174, -1.444], [0.667, -3.228, 1.370], [0.728, -4.617, 1.467], [0.560, -5.233, 2.697], [0.350, -4.468, 3.838], [0.300, -3.084, 3.748], [0.455, -2.465, 2.516], [3.535, 0.361, 0.361], [3.010, -0.533, 1.623], [5.700, -1.024, 0.399], [6.672, -3.092, -0.547], [5.207, -4.887, -1.387], [2.753, -4.632, -1.309], [1.479, -2.074, -2.961], [0.477, -3.100, -4.960], [-1.265, -4.838, -4.718], [-2.020, -5.531, -2.472], [-1.067, -4.462, -0.460], [0.925, -5.225, 0.593], [0.607, -6.311, 2.767], [0.236, -4.952, 4.799], [0.141, -2.487, 4.636], [0.392, -1.383, 2.446], [-5.085, -1.855, 0.451], [-4.301, -1.656, 1.720], [-3.000, -2.437, 1.591], [-2.179, -2.004, 0.472], [-2.940, -2.100, -0.770], [-4.296, -1.399, -0.753], [-5.967, -1.345, 0.494], [-5.320, -2.845, 0.359], [-4.916, -1.995, 2.552], [-4.120, -0.585, 1.807], [-3.238, -3.500, 1.462], [-2.436, -2.356, 2.521], [-1.852, -1.050, 0.640], [-3.096, -3.164, -0.981], [-2.358, -1.703, -1.602], [-4.884, -1.631, -1.640], [-4.182, -0.323, -0.656], [1.652, 1.930, 0.257], [1.241, 3.011, 0.141], [0.783, 4.215, -0.002], [0.751, 5.144, 1.150], [1.992, 6.020, 1.099], [2.078, 6.689, -0.143], [2.171, 5.795, -1.233], [0.942, 4.904, -1.303], [0.679, 4.573, 2.074], [-0.146, 5.752, 1.037], [2.891, 5.410, 1.265], [1.945, 6.786, 1.871], [3.077, 5.179, -1.143], [2.251, 6.400, -2.134], [1.008, 4.162, -2.097], [0.044, 5.504, -1.450], [-2.998, 1.559, -6.164], [-1.693, 1.193, -4.849], [-0.389, 0.915, -5.235], [0.560, 0.662, -4.257], [0.208, 0.666, -2.915], [-1.103, 0.925, -2.532], [-2.053, 1.203, -3.514], [-1.594, 0.890, -1.108], [-2.753, 1.207, -0.861], [-0.778, 0.583, -0.154], [-0.123, 0.906, -6.283], [1.585, 0.468, -4.546], [0.985, 0.492, -2.178], [-3.066, 1.430, -3.217]],
  "orbital_gap_ha": 0.277,
  "e_above_lowest_kj_mol": 0.0,
  "e_tot_ha": -4861.31149,
  "homo_ev": -13.18,
  "charge": 2,
  "fmax_ev_per_a": 1.40,
  "spin_multiplicity": 1,
  "molar_mass_g_mol": 783.0
}

# 5
{
  "formula": "C3H2BrNO2",
  "method": "the ωB97M-V functional and the def2-TZVPD basis",
  "symbols": ["C", "C", "C", "N", "O", "O", "Br", "H", "H"],
  "xyz": [[-1.150, -0.770, -0.593], [0.281, 1.250, 0.100], [0.933, 0.079, 0.734], [-0.130, 0.043, -0.321], [0.021, 2.357, -0.141], [-1.359, -1.838, -0.114], [2.660, -0.588, 0.111], [-1.702, -0.249, -1.465], [0.445, -0.282, 1.688]],
  "orbital_gap_ha": 0.379,
  "e_above_lowest_kj_mol": 151.1,
  "e_tot_ha": -2894.69048,
  "smiles": "O=CN1C(=O)[C@@H]1Br",
  "homo_ev": -10.57,
  "fmax_ev_per_a": 3.33,
  "spin_multiplicity": 1,
  "molar_mass_g_mol": 164.0
}

# 6
{
  "formula": "C2H5OPS3",
  "method": "the ωB97M-V functional and the def2-TZVPD basis",
  "symbols": ["C", "C", "O", "P", "S", "S", "S", "H", "H", "H", "H", "H"],
  "xyz": [[-0.207, -0.711, 0.812], [-0.211, -1.642, -0.340], [0.879, 0.268, 0.790], [0.959, 1.551, -0.285], [2.675, 2.432, 0.030], [-0.933, -1.068, -1.905], [-0.839, 2.637, 0.094], [-1.138, -0.117, 0.742], [-0.156, -1.091, 1.730], [0.913, -2.026, -0.499], [-0.893, -2.496, 0.026], [-1.050, 2.262, -1.195]],
  "orbital_gap_ha": [0.265, 0.226],
  "e_above_lowest_kj_mol": 247.8,
  "e_tot_ha": -1690.29696,
  "homo_ev": [-9.41, -8.59],
  "fmax_ev_per_a": 5.87,
  "spin_multiplicity": 1,
  "molar_mass_g_mol": 172.2
}

# 7
{
  "formula": "C26H21FN2O4PSe2Ti",
  "method": "the ωB97M-V functional and the def2-TZVPD basis",
  "symbols": ["Ti", "Se", "P", "Se", "C", "C", "C", "C", "C", "C", "C", "C", "C", "C", "C", "C", "H", "H", "H", "H", "H", "H", "H", "H", "H", "H", "C", "C", "C", "C", "C", "C", "C", "F", "C", "C", "C", "O", "C", "C", "N", "C", "C", "O", "O", "H", "H", "H", "H", "H", "H", "H", "H", "H", "H", "H", "O", "N"],
  "xyz": [[0.698, -1.198, -0.690], [0.322, -4.255, -0.491], [-0.226, -3.546, 1.547], [-0.742, -1.435, 1.408], [1.314, -3.777, 2.500], [2.022, -4.971, 2.412], [3.135, -5.172, 3.212], [3.548, -4.185, 4.097], [2.843, -2.994, 4.183], [1.726, -2.788, 3.387], [-1.447, -4.368, 2.592], [-1.340, -5.746, 2.789], [-2.218, -6.389, 3.643], [-3.204, -5.662, 4.299], [-3.317, -4.297, 4.093], [-2.451, -3.644, 3.228], [1.731, -5.740, 1.707], [3.686, -6.100, 3.136], [4.422, -4.344, 4.714], [3.163, -2.221, 4.869], [1.181, -1.857, 3.456], [-0.569, -6.316, 2.287], [-2.134, -7.456, 3.797], [-3.889, -6.166, 4.968], [-4.089, -3.733, 4.600], [-2.557, -2.581, 3.063], [-2.286, 4.290, -4.822], [-1.048, 4.712, -4.054], [-1.281, 5.978, -3.247], [0.028, 6.455, -2.642], [0.708, 5.342, -1.893], [1.646, 5.620, -0.927], [2.253, 4.594, -0.204], [3.159, 4.925, 0.717], [1.933, 3.282, -0.398], [0.974, 2.972, -1.373], [0.593, 1.600, -1.585], [1.166, 0.676, -0.874], [-0.394, 1.336, -2.538], [-0.898, 2.384, -3.287], [-0.545, 3.648, -3.127], [0.377, 3.992, -2.137], [-0.931, -0.032, -2.860], [-1.633, -0.208, -3.819], [-0.572, -0.996, -2.027], [-2.612, 5.141, -5.418], [-3.102, 4.019, -4.149], [-2.105, 3.469, -5.515], [-0.230, 4.891, -4.758], [-2.022, 5.779, -2.468], [-1.696, 6.739, -3.906], [-0.137, 7.294, -1.967], [0.689, 6.817, -3.435], [1.919, 6.644, -0.705], [2.397, 2.499, 0.181], [-1.616, 2.148, -4.057], [2.030, -2.207, -1.340], [1.629, -2.866, -0.172]],
  "orbital_gap_ha": 0.274,
  "e_above_lowest_kj_mol": 30.9,
  "e_tot_ha": -7507.33352,
  "homo_ev": -11.13,
  "charge": 1,
  "fmax_ev_per_a": 1.32,
  "spin_multiplicity": 1,
  "molar_mass_g_mol": 681.2
}

# 8
{
  "formula": "C28H29BNO2PPtSe2",
  "method": "the ωB97M-V functional and the def2-TZVPD basis",
  "symbols": ["Pt", "Se", "P", "Se", "C", "C", "C", "C", "C", "C", "C", "C", "C", "C", "C", "C", "H", "H", "H", "H", "H", "H", "H", "H", "H", "H", "C", "C", "C", "C", "N", "C", "C", "H", "H", "H", "H", "H", "H", "H", "C", "C", "C", "C", "C", "C", "C", "C", "O", "B", "O", "C", "C", "H", "H", "H", "H", "H", "H", "H", "H", "H", "H", "H", "H"],
  "xyz": [[-0.497, 1.123, -2.209], [-0.979, -1.092, -2.960], [1.102, -1.864, -2.864], [1.707, 0.214, -2.353], [1.393, -3.045, -1.571], [1.038, -4.375, -1.828], [1.209, -5.325, -0.838], [1.742, -4.955, 0.392], [2.098, -3.637, 0.643], [1.916, -2.672, -0.334], [1.719, -2.453, -4.414], [2.815, -3.324, -4.416], [3.353, -3.727, -5.626], [2.804, -3.273, -6.817], [1.717, -2.405, -6.814], [1.174, -1.985, -5.615], [0.637, -4.667, -2.791], [0.935, -6.353, -1.027], [1.887, -5.706, 1.158], [2.522, -3.357, 1.598], [2.191, -1.645, -0.134], [3.242, -3.680, -3.488], [4.200, -4.399, -5.638], [3.224, -3.600, -7.759], [1.295, -2.061, -7.748], [0.329, -1.308, -5.609], [-4.351, 6.196, -2.286], [-3.462, 5.000, -2.210], [-3.301, 4.272, -1.032], [-2.472, 3.176, -0.999], [-1.789, 2.763, -2.087], [-1.942, 3.460, -3.238], [-2.751, 4.561, -3.332], [-4.833, 6.403, -1.334], [-5.121, 6.043, -3.044], [-3.775, 7.072, -2.587], [-3.825, 4.560, -0.132], [-2.328, 2.612, -0.092], [-1.386, 3.106, -4.098], [-2.831, 5.081, -4.277], [1.376, 0.288, 6.256], [0.133, 0.974, 5.672], [0.317, 2.487, 5.786], [-1.106, 0.572, 6.484], [-0.051, 0.527, 4.221], [-0.230, -0.836, 3.943], [-0.399, -1.341, 2.660], [-0.380, -0.413, 1.645], [-0.518, -0.615, 0.261], [-0.436, 0.644, -0.239], [-0.263, 1.633, 0.679], [-0.216, 0.929, 1.899], [-0.046, 1.440, 3.164], [1.519, 0.603, 7.290], [2.272, 0.557, 5.693], [1.283, -0.798, 6.251], [0.445, 2.755, 6.835], [-0.554, 3.033, 5.415], [1.204, 2.832, 5.251], [-0.986, 0.890, 7.520], [-1.262, -0.507, 6.486], [-2.006, 1.045, 6.087], [-0.241, -1.537, 4.767], [-0.548, -2.394, 2.470], [0.086, 2.500, 3.317]],
  "orbital_gap_ha": 0.190,
  "e_above_lowest_kj_mol": 18.2,
  "e_tot_ha": -6577.60975,
  "homo_ev": -13.50,
  "charge": 2,
  "fmax_ev_per_a": 0.21,
  "spin_multiplicity": 1,
  "molar_mass_g_mol": 806.3
}

# 9
{
  "formula": "C4H10N2O2",
  "method": "the ωB97M-V functional and the def2-TZVPD basis",
  "symbols": ["C", "C", "N", "O", "O", "H", "H", "H", "H", "H", "H", "H", "C", "C", "N", "H", "H", "H"],
  "xyz": [[1.650, -0.371, -0.536], [1.811, -1.019, 0.824], [1.306, 2.095, 0.026], [0.626, 0.904, -0.364], [1.273, -1.176, -1.558], [0.404, -1.556, -1.332], [2.592, 0.090, -0.851], [1.475, 2.653, -0.810], [0.790, 2.556, 0.770], [2.156, -0.266, 1.528], [0.860, -1.407, 1.181], [2.538, -1.829, 0.764], [-3.297, 0.140, 0.147], [-1.915, -0.245, -0.096], [-1.222, -1.147, -0.350], [-3.894, -0.743, 0.376], [-3.769, 0.548, -0.747], [-3.384, 0.773, 1.029]],
  "orbital_gap_ha": 0.331,
  "e_above_lowest_kj_mol": 456.7,
  "e_tot_ha": -418.28700,
  "smiles": "C[C@@H](O)ON.CC#N",
  "homo_ev": -8.54,
  "fmax_ev_per_a": 3.74,
  "spin_multiplicity": 1,
  "molar_mass_g_mol": 118.1
}

# 10
{
  "formula": "C4H13N2O2",
  "method": "the ωB97M-V functional and the def2-TZVPD basis",
  "symbols": ["O", "C", "C", "C", "C", "N", "N", "H", "H", "H", "H", "H", "H", "H", "H", "H", "H", "H", "H", "H", "O"],
  "xyz": [[-1.133, 1.675, -1.398], [-0.995, 0.869, -0.532], [-0.496, -0.554, -0.807], [-0.144, -1.327, 0.434], [1.345, -1.098, 0.817], [1.695, 0.270, 0.473], [-1.647, -1.243, -1.590], [-1.255, 1.058, 0.525], [0.326, -0.616, -1.493], [-0.221, -2.417, 0.307], [-0.776, -1.131, 1.302], [2.001, -1.757, 0.300], [1.334, -1.243, 1.902], [2.691, 0.452, 0.533], [1.259, 0.961, 1.077], [-1.276, -2.041, -2.112], [-2.364, -1.661, -0.986], [-2.121, -0.516, -2.126], [0.690, 3.369, 0.348], [0.515, 3.886, 1.769], [0.571, 3.065, 1.256]],
  "orbital_gap_ha": 0.333,
  "e_above_lowest_kj_mol": 257.9,
  "e_tot_ha": -419.92720,
  "homo_ev": -12.97,
  "charge": 1,
  "fmax_ev_per_a": 2.33,
  "spin_multiplicity": 1,
  "molar_mass_g_mol": 121.2
}

# 11
{
  "formula": "S2",
  "method": "the ωB97M-V functional and the def2-TZVPD basis",
  "symbols": ["S", "S"],
  "xyz": [[0.357, 0.697, 1.180], [-0.357, -0.697, -1.180]],
  "orbital_gap_ha": 0.198,
  "e_above_lowest_kj_mol": 448.4,
  "e_tot_ha": -796.15018,
  "homo_ev": -9.99,
  "fmax_ev_per_a": 4.96,
  "spin_multiplicity": 1,
  "molar_mass_g_mol": 64.1
}

# 12
{
  "formula": "C24H22FO7",
  "method": "the ωB97M-V functional and the def2-TZVPD basis",
  "symbols": ["C", "C", "O", "C", "C", "F", "C", "O", "O", "C", "C", "O", "H", "H", "H", "H", "H", "H", "H", "H", "H", "H", "C", "O", "C", "C", "C", "C", "C", "C", "C", "O", "C", "C", "C", "C", "C", "C", "C", "O", "C", "C", "H", "H", "H", "H", "H", "H", "H", "H", "H", "H", "H", "H"],
  "xyz": [[-4.039, 1.299, 1.950], [-3.317, 0.033, 2.321], [-2.004, 0.380, 2.844], [-1.306, -0.719, 3.202], [-0.026, -0.448, 3.959], [0.013, 0.870, 4.366], [1.111, -0.740, 2.979], [1.155, -1.797, 2.380], [2.037, 0.235, 2.895], [3.310, -0.254, 2.378], [4.221, 0.925, 2.200], [-1.710, -1.854, 3.009], [-5.042, 1.036, 1.605], [-4.146, 1.975, 2.803], [-3.535, 1.827, 1.136], [-3.875, -0.514, 3.095], [-3.194, -0.622, 1.448], [3.715, -0.943, 3.128], [3.138, -0.787, 1.435], [5.201, 0.562, 1.885], [3.840, 1.600, 1.429], [4.341, 1.473, 3.138], [-4.703, -1.871, 10.370], [-4.778, -1.758, 8.931], [-3.620, -1.608, 8.238], [-2.346, -1.486, 8.852], [-1.212, -1.494, 8.068], [-1.255, -1.603, 6.645], [-0.043, -1.710, 5.870], [0.948, -2.536, 6.262], [2.331, -2.502, 5.693], [2.780, -1.646, 4.934], [3.064, -3.647, 6.286], [2.251, -4.312, 7.212], [2.740, -5.383, 7.954], [4.060, -5.795, 7.743], [4.872, -5.141, 6.789], [4.376, -4.055, 6.061], [0.888, -3.705, 7.239], [-0.054, -4.126, 7.897], [-2.550, -1.651, 6.068], [-3.699, -1.632, 6.826], [-5.743, -1.961, 10.681], [-4.137, -2.766, 10.669], [-4.247, -0.976, 10.817], [-2.257, -1.435, 9.940], [-0.242, -1.422, 8.559], [0.110, -1.105, 4.911], [2.088, -5.868, 8.678], [4.467, -6.629, 8.316], [5.893, -5.486, 6.625], [4.976, -3.520, 5.326], [-2.631, -1.786, 4.992], [-4.680, -1.680, 6.357]],
  "orbital_gap_ha": 0.196,
  "e_above_lowest_kj_mol": 207.8,
  "e_tot_ha": -1554.22948,
  "homo_ev": -2.81,
  "charge": -1,
  "fmax_ev_per_a": 9.46,
  "spin_multiplicity": 1,
  "molar_mass_g_mol": 441.4
}